This record from OMol25 describes C19H32GeN2OPPd as an isolated structure. The level of theory is wB97M-V/def2-TZVPD.

```
57
C19H32GeN2OPPd, DFT wB97M-V/def2-TZVPD
Pd 0.195 0.568 0.214
Ge -0.536 -0.278 3.571
P -0.672 -1.363 -0.919
O -0.352 2.244 -1.076
N 2.309 1.133 -0.495
N 3.884 1.915 -1.794
C -2.262 -1.298 -3.232
C 3.429 0.376 -0.328
C 2.591 2.074 -1.389
C 0.589 0.609 2.262
C 1.545 5.286 -3.001
C -2.956 -2.876 0.065
C -1.140 -2.078 -2.548
C 1.735 3.145 -1.864
C 0.114 0.218 5.365
C -0.549 -2.248 3.398
C -2.198 -1.550 0.102
C 0.434 -4.011 -0.347
C 0.306 3.180 -1.603
C -0.422 4.350 -2.009
C 2.298 4.210 -2.567
C 0.650 -2.498 -0.304
C -2.358 0.484 3.278
C 0.173 5.357 -2.705
C 4.422 0.852 -1.136
H -2.848 -0.736 -0.228
H -0.246 -2.096 -3.174
H 1.030 1.572 2.530
H 3.362 4.231 -2.758
H -0.486 -2.579 2.361
H -1.902 -1.308 1.125
H -0.521 -0.237 6.126
H -2.553 -1.793 -4.158
H 5.439 0.534 -1.280
H -0.407 6.212 -3.022
H -2.341 1.155 2.420
H -3.103 -0.294 3.108
H -0.404 -4.321 0.273
H -3.270 -3.139 -0.946
H -3.854 -2.800 0.678
H 1.138 -0.123 5.511
H -1.939 -0.286 -3.476
H -1.435 -3.111 -2.359
H 0.875 -2.174 0.715
H 0.263 -4.370 -1.361
H -1.459 -2.658 3.836
H 0.081 1.300 5.484
H 0.301 -2.667 3.938
H 1.326 -4.506 0.036
H -1.477 4.375 -1.772
H 1.522 -2.236 -0.912
H -3.144 -1.229 -2.595
H -2.653 1.053 4.160
H 4.358 2.472 -2.482
H -2.356 -3.692 0.460
H 2.019 6.086 -3.552
H 3.454 -0.438 0.376
```

relative energy (zero: lowest compared OMol25 entry of this formula, charge and spin): 0.416 eV
charge: +1
spin multiplicity: 5
LUMO energy (alpha / beta): -2.55 / -5.49 eV
HOMO (alpha / beta): -0.384 / -0.412 hartree
E: -94525.0565 eV
<S²>: 6.06

***

This record from OMol25 describes C19H32HgO10 as an isolated structure in a non-equilibrium geometry. The level of theory is wB97M-V/def2-TZVPD.

```
62
C19H32HgO10, DFT wB97M-V/def2-TZVPD
Hg 0.709 -0.308 -1.528
O 0.262 4.021 -0.250
O 3.068 -0.504 -1.228
O 0.135 -2.585 -1.556
O -0.645 -4.689 -1.327
O 0.736 1.889 -0.519
O -1.454 -0.097 -0.832
O 0.099 0.574 -3.551
O 0.591 -0.595 0.858
O -0.237 0.384 2.722
O -3.627 -0.052 -0.355
C -1.945 -0.763 -4.433
C 1.051 2.985 -0.050
C 0.183 -3.685 -0.975
C 2.260 3.368 0.883
C 0.682 -5.476 0.457
C 0.743 5.216 0.384
C 4.037 -1.081 -0.325
C 1.172 -4.156 0.044
C 1.629 4.666 1.481
C -0.822 0.286 -4.586
C 1.973 -0.300 2.877
C -2.526 0.476 -0.870
C 0.740 -0.216 2.044
C 1.472 -0.323 4.353
C -0.539 -5.847 -0.537
C -4.142 2.133 -0.500
C -2.804 1.894 -1.067
C 0.179 0.486 4.098
C -4.821 0.786 -0.367
H -1.538 -1.745 -4.675
H 3.645 -2.082 -0.143
H 5.089 -1.024 -0.606
H 2.184 -4.346 -0.312
H -0.130 5.737 0.778
H -3.952 2.460 0.523
H -5.525 0.720 0.463
H 3.101 3.621 0.238
H 2.401 5.363 1.805
H 0.082 -5.381 1.362
H 4.128 -0.524 0.607
H -1.966 2.413 -0.603
H -2.806 -0.549 -5.067
H -2.313 -0.879 -3.413
H -1.180 1.268 -4.896
H 1.289 -1.283 4.837
H 1.090 4.621 2.427
H 2.199 0.214 4.961
H -4.798 2.812 -1.045
H -5.437 0.448 -1.199
H 2.338 0.711 2.697
H -0.373 -0.039 -5.525
H 1.324 -6.346 0.597
H -2.654 2.170 -2.111
H 1.123 5.973 -0.302
H 1.298 -3.516 0.918
H -0.460 0.079 4.881
H -0.163 -6.569 -1.262
H -1.545 -6.001 -0.147
H 2.604 -1.177 2.732
H 0.345 1.539 4.326
H 2.438 2.826 1.812
```

relative energy (zero: lowest compared OMol25 entry of this formula, charge and spin): 4.264 eV
LUMO energy: 0.15 eV
HOMO: -0.237 hartree
E: -44865.2921 eV

***

This record from OMol25 describes an isolated molecule of C19H32N2O3. The level of theory is wB97M-V/def2-TZVPD.

```
56
C19H32N2O3, DFT wB97M-V/def2-TZVPD
O 0.596 -0.843 -0.616
O 0.361 -2.439 -2.214
O -3.215 -0.038 4.836
N 2.251 -1.185 -2.044
N -1.520 -0.465 3.448
C -0.320 -0.181 2.670
C -0.703 -1.150 -0.098
C -0.708 1.573 -1.645
C 0.162 -1.587 2.261
C -1.822 1.050 -0.741
C -1.386 0.129 0.408
C 2.845 -1.617 -3.288
C 2.464 -0.722 -4.472
C -1.569 -1.866 3.856
C 2.948 0.718 -4.311
C -2.325 0.388 4.119
C -2.074 1.874 3.985
C -0.448 0.753 1.454
C 1.004 -1.568 -1.683
C 2.617 1.559 -5.537
C -0.575 -2.154 1.042
C -0.195 -2.417 3.493
C -2.096 2.403 2.555
C -0.766 2.198 1.840
H 2.896 -1.150 -5.378
H 0.036 2.561 2.490
H -2.303 3.476 2.588
H 2.477 1.169 -3.434
H -2.302 -0.190 0.917
H 2.485 -2.632 -3.471
H 1.378 -0.733 -4.581
H -2.908 1.929 2.003
H -2.366 1.897 -0.320
H -0.040 -3.035 0.680
H -1.580 -2.465 1.320
H -2.530 0.491 -1.358
H -2.376 -2.385 3.329
H -1.286 -1.601 -0.911
H -1.793 -1.919 4.924
H 3.930 -1.637 -3.160
H 0.101 2.011 -1.066
H 0.553 0.768 1.007
H 2.961 2.582 -5.406
H 2.623 -0.363 -1.595
H -0.218 -3.485 3.288
H 3.094 1.147 -6.423
H 0.435 0.263 3.341
H -0.299 0.777 -2.259
H 1.235 -1.571 2.058
H -1.107 2.337 -2.309
H -0.745 2.814 0.940
H -2.852 2.362 4.575
H 4.030 0.720 -4.150
H 1.542 1.577 -5.706
H -1.109 2.102 4.448
H 0.514 -2.229 4.300
```

relative energy (zero: lowest compared OMol25 entry of this formula, charge and spin): 0.089 eV
SMILES: CCCCNC(=O)O[C@H]1C[C@@H]2CCN3C(=O)CCC[C@H]([C@H]1CC)[C@H]23
LUMO energy: 0.60 eV
HOMO: -0.333 hartree
E: -29347.4310 eV

***

> relative energy (zero: lowest compared OMol25 entry of this formula, charge and spin) of number 3 (C19H32N2O3)?

0.089 eV